1.
This record from OMol25 describes a structure of composition C41H95Br2ClInN6O3. The level of theory is the ωB97M-V functional and the def2-TZVPD basis.

Positions of all 149 atoms, in Å:
C 3.634253 -3.438648 6.183520
C 2.995694 -2.507063 5.157276
N 3.971157 -2.062360 4.140176
C 3.434152 -1.052557 3.191401
C 1.937351 -1.144333 2.887857
In 0.589552 0.082996 4.147543
O -0.335318 1.469833 2.922474
C 1.638430 1.287188 5.714616
C 0.710541 2.327989 6.114662
O -0.379646 2.235801 6.649042
Cl 1.324999 4.033733 5.780219
C -1.065851 -1.066343 5.158960
Br -0.826568 -1.204819 7.104285
C -1.381839 -2.394480 4.553197
C -0.456169 -3.546427 4.908825
Br -3.274071 -2.915265 4.924396
C 5.149578 -1.579656 4.803466
C 5.033162 -0.395486 5.728333
O 6.225934 -2.129818 4.631221
H 4.460500 -3.977305 5.740348
H 2.900548 -4.178389 6.478283
H 3.948911 -2.915501 7.076158
H 2.526588 -1.676801 5.684533
H 2.248703 -3.075485 4.634027
H 3.969047 -1.216152 2.261014
H 3.678275 -0.037507 3.499527
H 1.610769 -2.174425 2.815745
H 1.813600 -0.727591 1.894236
H -1.285348 1.384678 2.996210
H 2.537628 1.750825 5.339301
H 1.836261 0.669358 6.579671
H -1.942524 -0.445022 5.057059
H -1.359846 -2.259436 3.480892
H -1.021823 -4.440053 5.128686
H 0.169214 -3.776825 4.056514
H 0.151864 -3.319001 5.770673
H 5.988304 -0.261536 6.209537
H 4.805421 0.495726 5.161581
H 4.264076 -0.542500 6.473878
C 0.723963 1.904131 -0.306093
C -0.115042 1.354099 -1.447491
N -1.489744 1.089104 -1.072842
C -2.216688 0.339092 -2.073570
C -2.455609 0.989463 -3.444495
C -2.188824 2.195717 -0.448423
C -2.293987 3.513657 -1.232269
H 0.698466 1.255238 0.567055
H 1.760777 2.000034 -0.637963
H 0.388152 2.894430 0.003366
H 0.318933 0.407589 -1.783510
H -0.038370 2.048598 -2.304212
H -3.180806 0.041043 -1.650915
H -1.665840 -0.595015 -2.231477
H -3.228496 1.756320 -3.403883
H -2.790422 0.231654 -4.156884
H -1.546514 1.437818 -3.846697
H -1.697639 2.399118 0.505695
H -3.191362 1.849438 -0.183775
H -1.344273 3.787841 -1.695401
H -2.568175 4.321953 -0.551440
H -3.054162 3.475568 -2.012867
C 3.013247 5.693697 3.092821
C 2.856809 7.135449 3.554507
N 4.040234 7.671274 4.211858
C 3.797044 8.916230 4.910827
C 3.411394 10.152516 4.085319
C 5.274455 7.601899 3.456922
C 5.323724 8.310189 2.096488
H 3.314121 5.057098 3.922224
H 2.059959 5.320781 2.718216
H 3.743316 5.585627 2.287274
H 2.045314 7.167721 4.286070
H 2.528005 7.752102 2.700520
H 4.684352 9.149696 5.506634
H 2.998575 8.726013 5.634161
H 4.263169 10.570433 3.549715
H 3.033415 10.933045 4.749228
H 2.626059 9.929997 3.362377
H 5.514867 6.547618 3.304505
H 6.076628 7.987740 4.091632
H 4.425049 8.120628 1.513691
H 6.173900 7.940781 1.518562
H 5.443253 9.388866 2.194577
C -1.965843 -7.715721 -2.003764
C -2.097094 -6.458325 -1.159458
N -1.155361 -5.424377 -1.535913
C -1.085070 -4.331358 -0.580339
C -2.333641 -3.464924 -0.381588
C -1.177205 -5.045291 -2.936171
C -2.502376 -4.541362 -3.529637
H -0.947411 -8.104953 -1.977222
H -2.635336 -8.487308 -1.620302
H -2.241729 -7.537073 -3.043531
H -1.903059 -6.714876 -0.115206
H -3.145189 -6.116198 -1.201953
H -0.245933 -3.689550 -0.860288
H -0.809085 -4.764209 0.385819
H -2.493847 -2.784240 -1.216738
H -2.213585 -2.848711 0.510881
H -3.234784 -4.063529 -0.242871
H -0.849061 -5.907182 -3.523342
H -0.402839 -4.289585 -3.086098
H -3.347951 -5.160173 -3.223651
H -2.452221 -4.574218 -4.620500
H -2.717406 -3.512198 -3.246898
C -6.140262 -6.964956 -3.337916
C -6.635413 -8.084827 -4.241057
N -6.159194 -7.967458 -5.606678
C -6.829016 -8.859189 -6.532749
C -6.645902 -10.371918 -6.348497
C -4.719685 -7.853774 -5.750524
C -3.846012 -8.974717 -5.171222
H -6.392998 -5.989449 -3.754417
H -6.608303 -7.049492 -2.356974
H -5.060680 -7.004847 -3.184894
H -7.727491 -8.048189 -4.275086
H -6.373116 -9.050692 -3.778541
H -6.523515 -8.584696 -7.546017
H -7.898784 -8.634785 -6.477260
H -5.660839 -10.707533 -6.669273
H -7.381336 -10.905845 -6.953633
H -6.792054 -10.677617 -5.312249
H -4.413560 -6.913304 -5.285567
H -4.495810 -7.727810 -6.812549
H -4.176492 -9.275558 -4.176447
H -2.819600 -8.616216 -5.076862
H -3.819694 -9.858239 -5.807545
C 1.918684 4.841504 -5.814463
C 1.473020 5.026147 -4.371977
N 2.523869 5.532385 -3.511358
C 2.200396 5.441794 -2.098453
C 1.030632 6.278431 -1.564277
C 3.151462 6.765859 -3.944557
C 2.258853 8.000042 -4.144883
H 2.804283 4.207405 -5.867433
H 1.121982 4.364598 -6.386337
H 2.144874 5.790688 -6.301813
H 1.172674 4.052799 -3.975031
H 0.567831 5.656050 -4.359689
H 3.096832 5.680218 -1.527077
H 1.991363 4.389631 -1.881867
H 1.286782 7.334348 -1.475262
H 0.760035 5.927976 -0.566365
H 0.142829 6.190480 -2.191901
H 3.671845 6.566585 -4.884927
H 3.941725 7.003696 -3.228409
H 1.341335 7.755589 -4.681843
H 2.793050 8.747548 -4.735287
H 1.984693 8.469071 -3.201446

Atoms 1-2, force components in eV/Å:
-0.3 -0.1 -0.3
0.6 -0.2 0.0

Computed properties:
E_HOMO ... -0.2080 hartree
Maximum force ... 2.75 eV/A
Orbital gap ... 7.69 eV
LUMO energy ... 2.025 eV
Net charge ... -1

Atomic partial charges in e from the Mulliken method, atoms 1 to 6: -1.619 0.174 0.109 -0.394 -1.421 1.233

***

2.
This record from OMol25 describes a structure of composition C42H100CsN5O7RbS. The level of theory is the ωB97M-V functional and the def2-TZVPD basis.

Positions of all 157 atoms, in Å:
Cs -0.392486 3.276189 -1.802286
Rb 3.398764 0.851569 -1.008496
S 0.080524 0.134649 0.140614
O -0.954126 1.166919 0.105784
O 1.125104 0.544179 1.066044
O -0.439836 -1.174461 0.441134
O 0.727334 0.084299 -1.196836
C -3.861806 -2.279431 -1.842896
C -3.490436 -1.919261 -0.328956
N -4.243876 -0.680251 0.238234
C -5.665056 -1.046271 0.367204
C -3.607616 -0.324541 1.643144
C -3.945166 -1.404121 2.779674
C -3.979706 0.522329 -0.748356
C -4.640956 1.870319 -0.383896
O -5.963206 1.692539 -0.073126
C -6.637986 2.929279 0.374034
H -3.929036 -3.351321 -2.029036
H -3.119476 -1.866191 -2.525736
H -4.882206 -1.967461 -2.065546
H -2.439546 -1.677481 -0.169976
H -3.693156 -2.784421 0.302314
H -5.610386 -2.038571 0.814924
H -6.174416 -1.139621 -0.591926
H -6.035616 -0.258011 1.022504
H -4.053866 0.570649 2.076284
H -2.542786 -0.128751 1.517084
H -5.001746 -1.608461 2.952834
H -3.485856 -1.075381 3.711914
H -3.368936 -2.275221 2.467854
H -4.162166 0.209559 -1.776446
H -2.905366 0.703369 -0.781886
H -4.528646 2.683009 -1.101556
H -4.075606 2.237149 0.472784
H -6.240106 3.104509 1.373574
H -7.723866 2.918519 0.468084
H -6.385056 3.793249 -0.240536
C 2.957864 -6.114951 -0.049706
C 1.661724 -5.261271 -0.173306
N 1.644764 -4.059891 -1.199816
C 2.394854 -2.990771 -0.477066
C 2.349164 -4.297791 -2.469406
C 1.950654 -5.585941 -3.221806
C 0.182474 -3.482631 -1.322856
C -0.841726 -4.281011 -2.253736
O -0.938016 -5.568331 -1.820286
C -2.179166 -5.839991 -1.172896
H 3.022384 -6.834771 0.766264
H 3.797404 -5.426491 0.046704
H 3.070944 -6.738151 -0.936806
H 1.264764 -4.947391 0.792094
H 0.851704 -5.885361 -0.550786
H 1.930834 -2.694511 0.463684
H 2.485884 -2.121901 -1.128896
H 3.382634 -3.280121 -0.118376
H 3.374884 -4.527591 -2.180986
H 2.503144 -3.374271 -3.027526
H 1.337424 -6.357331 -2.755956
H 2.781494 -6.038751 -3.762886
H 1.302424 -5.307251 -4.052616
H 0.071174 -2.413611 -1.504276
H -0.232076 -3.593261 -0.320856
H -0.198506 -4.324851 -3.132626
H -1.630026 -3.587911 -2.547506
H -3.057906 -5.402151 -1.646416
H -2.210196 -5.162171 -0.319836
H -2.458786 -6.840701 -0.843506
C 3.123274 -2.281421 6.011374
C 2.034414 -1.276311 5.674654
N 1.116684 -1.652211 4.522484
C 1.991114 -1.947121 3.276224
C 0.305484 -2.953901 4.805084
C -0.821266 -3.280061 3.900284
C 0.151244 -0.373851 4.106104
C -0.698626 0.139879 5.290724
O -1.818906 -0.678431 5.388424
C -2.685596 -0.273501 6.407224
H 3.295634 -2.114231 7.074604
H 3.980504 -2.329771 5.339874
H 2.763534 -3.309921 5.981974
H 2.405414 -0.251401 5.678134
H 1.387514 -1.200681 6.548654
H 2.574604 -2.863581 3.364224
H 2.764484 -1.181651 3.212614
H 1.273454 -1.882041 2.458394
H -0.056106 -2.981461 5.832994
H 1.006654 -3.788321 4.819774
H -0.687856 -3.569551 2.857934
H -1.478186 -2.412971 3.968954
H -1.341566 -4.156261 4.287154
H -0.322496 -0.477521 3.129924
H 0.844454 0.463439 4.025444
H -1.073256 1.109809 4.963634
H -0.123996 0.381829 6.184794
H -2.251016 -0.140371 7.397944
H -3.435066 -1.055241 6.530834
H -3.291516 0.610159 6.206964
C -3.154966 3.801899 2.628534
C -2.311716 4.829679 3.393454
C -0.946066 5.408789 2.756804
C 0.133684 4.297399 2.864624
N 1.509644 4.778089 2.367984
C 2.429024 5.357129 3.490484
C 3.010444 4.044819 4.078404
C 3.343074 3.122679 2.942044
C 2.374764 3.594419 1.842824
C 1.319764 5.760909 1.240884
H -3.537336 4.280239 1.726814
H -4.000396 3.399859 3.186834
H -2.541466 2.941679 2.360714
H -2.144906 4.383869 4.374024
H -2.962026 5.664449 3.654894
H -0.581126 6.350349 3.167144
H -1.249816 5.494939 1.713534
H -0.113636 3.467769 2.202314
H 0.171634 3.906969 3.881594
H 3.079934 6.001749 2.899824
H 1.828554 5.860019 4.248524
H 3.865624 4.318329 4.696434
H 2.357034 3.564379 4.806644
H 4.381174 3.222379 2.625014
H 3.286484 2.060139 3.178494
H 2.871014 3.812269 0.897114
H 1.727334 2.743309 1.631794
H 0.727054 5.359239 0.419024
H 2.259814 5.842799 0.695274
H 0.880504 6.721879 1.508654
C 0.935274 -0.956981 -4.344226
C 1.462794 -0.713531 -5.792376
C 2.680144 0.271909 -5.871976
C 2.990604 1.150959 -7.167676
N 3.284154 2.618239 -6.756626
C 3.468044 3.508549 -8.053056
C 2.046744 3.528389 -8.599536
C 1.197844 3.594729 -7.377436
C 2.101984 3.351639 -6.142876
C 4.610304 2.651919 -5.989356
H 0.364524 -0.130141 -3.921516
H 1.552604 -1.480011 -3.613866
H 0.017464 -1.528161 -4.483816
H 0.721884 -0.283671 -6.466456
H 1.889624 -1.614951 -6.232096
H 3.651874 -0.192901 -5.705246
H 2.593554 0.838199 -4.944656
H 2.129334 1.152529 -7.835746
H 3.754994 0.711129 -7.808276
H 3.927354 4.475319 -7.846956
H 4.218334 2.911029 -8.570876
H 1.960854 4.409059 -9.236046
H 1.869244 2.674019 -9.252726
H 0.704584 4.564639 -7.313586
H 0.396324 2.873359 -7.536476
H 2.553354 4.264499 -5.754226
H 1.507314 2.860579 -5.372596
H 5.347004 2.191739 -6.647846
H 4.378324 2.050509 -5.110386
H 5.013674 3.629699 -5.726036

Atoms 1-2, force components in eV/Å:
-0.3 -0.2 0.0
-0.1 -0.1 0.3

Computed properties:
E_HOMO (alpha / beta) ... -0.7677 / -0.7677 hartree
Maximum force ... 3.76 eV/A
Orbital gap (alpha / beta) ... 7.91 / 2.67 eV
LUMO energy (alpha / beta) ... -12.976 / -18.217 eV
Net charge ... +6
Multiplicity ... 2

Atomic partial charges in e from the Mulliken method, atoms 1 to 6: 1.072 1.129 1.440 -1.116 -0.734 -0.883

***

- The highest maximum force belongs to which entry?
  C42H100CsN5O7RbS

***

- What is the net charge in the second record?
  +6

***

- Which of these has the lowest maximum force?
  C41H95Br2ClInN6O3